ORCA calculation (ωB97M-V/def2-TZVPD) on a structure of composition C33H53CaN4O8P2 in a non-equilibrium geometry.

Its HOMO energy (alpha / beta) is -3.0 / -3.0 eV. The value obtained for the energy above the lowest of the compared OMol25 structures with the same formula, charge and spin is 519.1 kJ/mol. The HOMO-LUMO gap (alpha / beta) is 5.1 / 5.7 eV.

ORCA input file:
```
! wB97M-V def2-TZVPD RIJCOSX def2/J DEFGRID3
* xyz -1 1
Ca -0.154 -0.980 0.716
C -0.716 -3.990 1.749
C 0.095 -3.809 3.044
C 1.243 -2.822 2.937
C 1.942 -2.448 4.085
C 3.022 -1.582 3.966
C 3.374 -1.104 2.712
C 2.632 -1.527 1.624
N 1.596 -2.391 1.709
N -1.536 -2.831 1.356
C -2.717 -2.667 2.209
C -2.488 -1.576 3.219
C -2.958 -1.682 4.525
C -2.684 -0.653 5.412
C -1.961 0.441 4.968
C -1.554 0.462 3.644
N -1.813 -0.507 2.770
C -1.895 -2.942 -0.081
C -2.667 -1.766 -0.689
C -3.792 -2.027 -1.478
C -4.487 -0.972 -2.040
C -4.052 0.323 -1.809
C -2.926 0.503 -1.029
N -2.216 -0.503 -0.480
H -1.359 -4.877 1.853
H -0.012 -4.239 0.947
H 0.530 -4.782 3.306
H -0.560 -3.527 3.874
H 1.649 -2.828 5.057
H 3.581 -1.280 4.846
H 4.202 -0.418 2.583
H 2.856 -1.181 0.629
H -2.980 -3.606 2.714
H -3.610 -2.382 1.643
H -3.511 -2.555 4.850
H -3.023 -0.707 6.441
H -1.716 1.261 5.632
H -0.992 1.266 3.252
H -2.467 -3.874 -0.241
H -0.956 -3.026 -0.686
H -4.124 -3.044 -1.649
H -5.364 -1.156 -2.652
H -4.575 1.174 -2.227
H -2.551 1.493 -0.819
C 4.039 3.179 -2.350
C 3.837 1.667 -2.243
C 5.179 1.017 -1.890
O 2.901 1.405 -1.210
P 1.687 0.259 -1.658
O 1.702 -0.659 -0.472
C -0.067 0.903 -1.845
P -0.803 2.075 -0.470
O 0.000 1.290 0.627
O -0.948 3.609 0.483
C -2.096 3.822 1.299
C -3.373 4.037 0.472
C -2.287 2.826 2.359
O 0.597 3.002 -1.006
C 0.349 3.981 -2.024
C 0.826 5.339 -1.503
C -1.086 4.139 -2.573
O 2.172 -0.657 -3.051
C 2.992 -1.787 -2.739
C 4.018 -1.951 -3.849
C 2.134 -3.044 -2.627
H 4.784 3.417 -3.130
H 4.384 3.593 -1.385
H 3.097 3.673 -2.623
H 3.502 1.321 -3.238
H 5.555 1.402 -0.933
H 5.924 1.232 -2.683
H 5.079 -0.075 -1.808
H -0.706 0.008 -1.923
H -0.122 1.411 -2.822
H -1.903 4.775 1.834
H -3.625 3.141 -0.107
H -3.220 4.893 -0.220
H -4.207 4.295 1.137
H -2.558 1.835 1.953
H -3.111 3.141 3.032
H -1.378 2.759 2.938
H 0.967 3.709 -2.897
H 0.214 5.658 -0.640
H 0.749 6.107 -2.295
H 1.880 5.274 -1.182
H -1.785 4.471 -1.795
H -1.464 3.200 -3.021
H -1.097 4.895 -3.377
H 3.549 -1.651 -1.792
H 3.519 -2.117 -4.819
H 4.682 -2.808 -3.635
H 4.642 -1.043 -3.932
H 1.598 -3.223 -3.573
H 1.400 -2.939 -1.817
H 2.777 -3.914 -2.405
O 0.425 -0.622 2.645
C -0.721 -2.969 -2.297
O -0.513 -2.244 -1.173
H -0.303 -2.573 -3.235
H -1.771 -3.143 -2.594
H -0.327 -4.001 -2.311
*
```

---

ORCA calculation (ωB97M-V/def2-TZVPD) on a structure of composition C20H49BF4N6O6Rb in a non-equilibrium geometry.

Its HOMO energy is -2.9 eV. The value obtained for the energy above the lowest of the compared OMol25 structures with the same formula, charge and spin is 0.0 kJ/mol. The HOMO-LUMO gap is 3.8 eV.

ORCA input file:
```
! wB97M-V def2-TZVPD RIJCOSX def2/J DEFGRID3
* xyz -1 1
Rb 3.505 -0.409 2.007
C 2.003 -5.348 -4.984
C 2.204 -3.836 -5.327
C 1.058 -3.123 -4.591
O 3.479 -3.320 -4.914
H 1.838 -5.587 -3.933
H 2.905 -5.879 -5.289
H 1.156 -5.807 -5.496
H 2.074 -3.759 -6.407
H 0.119 -3.371 -5.086
H 1.072 -2.037 -4.680
H 0.979 -3.218 -3.508
B 1.300 -1.832 0.016
F 2.612 -2.208 -0.194
F 0.488 -2.459 -0.934
F 0.844 -2.082 1.310
F 1.346 -0.511 -0.299
C 2.225 5.244 2.914
O 1.712 4.028 3.379
C 1.547 3.084 2.266
C 0.937 1.758 2.645
N 1.765 1.129 3.640
C 1.101 0.044 4.373
C 2.051 -0.668 5.348
O 2.888 -1.519 4.650
C 3.807 -2.220 5.471
H 3.209 5.118 2.462
H 2.333 5.867 3.802
H 1.525 5.652 2.185
H 2.412 2.738 1.700
H 0.870 3.463 1.501
H 0.795 1.147 1.754
H -0.008 1.942 3.157
H 1.959 1.929 4.226
H 0.521 -0.615 3.727
H 0.385 0.568 5.007
H 1.476 -1.300 6.024
H 2.752 -0.073 5.934
H 4.219 -3.006 4.839
H 3.415 -2.615 6.408
H 4.603 -1.496 5.646
C -3.454 1.979 -3.368
C -2.581 1.625 -2.128
C -1.511 2.800 -1.939
C -2.160 4.239 -1.511
C -2.900 4.003 -0.274
C -3.911 2.791 -0.305
N -3.383 1.609 -0.879
O -4.172 0.517 -0.707
C -4.255 2.534 1.163
C -5.273 3.111 -1.047
C -1.692 0.306 -2.288
H -4.420 1.475 -3.350
H -3.074 1.631 -4.329
H -3.661 3.047 -3.427
H -0.808 2.433 -1.192
H -0.906 2.857 -2.844
H -2.783 4.686 -2.286
H -1.415 4.952 -1.157
H -3.470 4.927 -0.180
H -2.148 3.894 0.508
H -4.516 3.492 1.614
H -5.127 1.898 1.318
H -3.445 2.008 1.668
H -5.770 4.012 -0.686
H -5.213 3.293 -2.120
H -5.980 2.287 -0.949
H -0.896 0.422 -3.023
H -2.360 -0.542 -2.443
H -1.094 0.064 -1.409
H -3.776 0.246 0.124
C -2.393 -0.982 1.956
O -3.511 -0.544 1.901
N -1.925 -1.782 2.879
N -1.542 -0.700 1.034
H -2.355 -1.855 3.790
H -0.989 -2.158 2.831
H -0.712 -1.274 0.980
H -1.803 0.018 0.374
C 4.170 -5.109 -1.928
O 4.341 -5.613 -0.842
N 3.348 -4.172 -2.221
N 5.138 -5.284 -2.873
H 3.459 -3.758 -3.135
H 2.543 -4.048 -1.624
H 5.124 -4.696 -3.694
H 5.777 -6.055 -2.736
*
```

---

ORCA calculation (ωB97M-V/def2-TZVPD) on a cluster of 3 separate species, C16H30O5PS2 in total.

Its HOMO energy is -3.5 eV. The HOMO-LUMO gap is 5.9 eV.

ORCA input file:
```
! wB97M-V def2-TZVPD RIJCOSX def2/J DEFGRID3
* xyz -1 1
C 4.842 2.543 2.456
C 4.206 1.154 2.286
O 2.840 1.174 2.022
P 2.362 1.658 0.382
C 0.569 1.961 0.990
C 0.225 2.668 2.135
C -1.113 2.874 2.464
C -2.126 2.371 1.656
C -1.800 1.661 0.500
C -0.459 1.462 0.193
H 5.311 2.894 1.540
H 4.090 3.259 2.771
H 5.594 2.491 3.246
H 4.770 0.559 1.558
H 4.325 0.642 3.248
H 2.703 3.049 0.688
H 3.728 1.462 -0.140
H 2.015 0.258 0.107
H 1.941 2.023 -0.946
H 1.009 3.072 2.763
H -1.359 3.445 3.353
H -3.170 2.541 1.892
H -2.583 1.279 -0.142
H -0.206 0.906 -0.704
C 1.754 -2.236 -3.966
C 1.054 -1.914 -5.295
C 0.729 -0.415 -5.287
S 1.971 0.362 -4.237
O 1.324 0.885 -3.071
O 2.848 1.168 -5.051
C 2.806 -1.150 -3.773
H 2.204 -3.228 -3.975
H 1.032 -2.201 -3.148
H 1.726 -2.142 -6.126
H 0.152 -2.510 -5.430
H 0.780 0.029 -6.278
H -0.244 -0.216 -4.841
H 3.160 -1.057 -2.748
H 3.648 -1.284 -4.454
C -4.846 -0.989 2.154
C -5.362 -2.315 2.731
C -4.492 -3.434 2.150
S -2.886 -2.690 1.803
O -2.680 -2.723 0.378
O -1.910 -3.234 2.711
C -3.328 -1.028 2.295
H -5.269 -0.131 2.675
H -5.119 -0.913 1.099
H -5.266 -2.299 3.819
H -6.415 -2.476 2.498
H -4.352 -4.257 2.846
H -4.890 -3.808 1.209
H -2.819 -0.305 1.660
H -3.023 -0.897 3.332
*
```

---

ORCA calculation (ωB97M-V/def2-TZVPD) on a cluster of 15 separate species, C5H41N2O14 in total in a non-equilibrium geometry.

Its HOMO energy is -11.2 eV. The value obtained for the energy above the lowest of the compared OMol25 structures with the same formula, charge and spin is 606.7 kJ/mol. The HOMO-LUMO gap is 8.6 eV.

ORCA input file:
```
! wB97M-V def2-TZVPD RIJCOSX def2/J DEFGRID3
* xyz 1 1
C -2.831 0.825 -1.150
C -1.904 1.030 -0.014
C -0.381 0.681 -0.402
C 0.581 1.009 0.829
C 1.386 -0.012 1.238
N 0.609 2.362 1.297
N -2.327 0.198 1.163
H -2.958 -0.187 -1.388
H -3.850 1.209 -1.084
H -2.355 1.171 -2.123
H -1.867 2.125 0.317
H -0.099 1.429 -1.194
H -0.162 -0.293 -0.694
H 1.366 -1.085 1.044
H 2.361 0.180 1.756
H -0.153 2.921 0.877
H 1.602 2.708 1.379
H -3.306 0.343 1.478
H -1.634 0.433 1.893
H -2.142 -0.803 0.784
H -2.300 -4.962 2.270
H -1.727 -3.698 2.622
O -2.266 -4.065 1.918
H -3.459 1.601 3.875
H -4.267 0.306 3.670
O -3.791 1.031 3.348
H -2.562 -2.521 -0.727
H -3.146 -2.839 0.803
O -2.783 -2.235 0.174
H 3.650 -3.473 0.326
H 2.448 -3.978 -0.231
O 2.853 -3.136 -0.173
H 2.457 -1.296 -2.671
H 2.191 -2.554 -3.283
O 1.839 -1.609 -3.249
H -1.232 4.715 0.105
H -2.099 3.558 -0.641
O -1.254 3.951 -0.551
H 3.777 1.810 -1.521
H 5.294 1.990 -1.578
O 4.504 2.412 -1.168
H -0.512 0.381 4.099
H 0.261 1.297 3.216
O -0.678 1.187 3.749
H 2.505 5.366 0.385
H 3.451 3.988 0.207
O 2.580 4.366 0.224
H 0.810 1.444 -5.381
H 1.119 0.145 -4.452
O 1.171 1.162 -4.589
H 2.114 -1.712 4.036
H 1.513 -2.250 2.845
O 1.609 -2.523 3.742
H 2.175 0.714 -2.013
H 2.817 1.068 -3.251
O 3.011 0.664 -2.432
H -0.996 -4.724 -0.751
H -0.922 -3.279 0.006
O -0.640 -3.770 -0.854
H -0.066 -1.110 -3.202
H -0.575 -2.193 -2.184
O -0.806 -1.469 -2.728
*
```

---

ORCA calculation (ωB97M-V/def2-TZVPD) on the molecule C2H8N4O in a non-equilibrium geometry.

As for the SMILES: CN(C)N(N)N=O. Its HOMO energy is -8.4 eV. The value obtained for the energy above the lowest of the compared OMol25 structures with the same formula, charge and spin is 690.8 kJ/mol. The HOMO-LUMO gap is 9.2 eV.

ORCA input file:
```
! wB97M-V def2-TZVPD RIJCOSX def2/J DEFGRID3
* xyz 0 1
C -0.773 -0.653 -1.338
N 0.051 0.254 -0.595
C -0.570 1.515 -0.301
N 0.664 -0.431 0.858
N 1.904 -1.122 0.715
N 0.057 -0.574 1.880
O -1.064 -0.150 2.122
H -1.567 -1.283 -0.810
H -1.300 0.000 -2.069
H -0.117 -1.395 -1.706
H -0.425 2.340 -1.061
H -1.584 1.390 0.005
H -0.214 2.053 0.513
H 2.374 -1.374 1.562
H 2.565 -0.568 0.225
*
```

---

ORCA calculation (ωB97M-V/def2-TZVPD) on the molecule C5H9ClN2O2S in a non-equilibrium geometry.

Its HOMO energy (alpha / beta) is -5.5 / -10.9 eV. The value obtained for the energy above the lowest of the compared OMol25 structures with the same formula, charge and spin is 0.0 kJ/mol. The HOMO-LUMO gap (alpha / beta) is 6.0 / 6.9 eV.

ORCA input file:
```
! wB97M-V def2-TZVPD RIJCOSX def2/J DEFGRID3
* xyz 0 3
C 0.243 -1.713 0.217
C 0.925 -0.677 0.985
C -0.923 0.096 -0.054
C -2.358 0.269 0.544
C -0.637 0.934 -1.319
N -0.759 -1.253 -0.394
N 0.058 0.377 0.989
O 2.120 -0.536 -1.495
O 3.597 -0.999 0.439
S 2.449 -0.332 -0.120
Cl 2.673 1.712 -0.007
H 0.491 -2.683 0.078
H 1.450 -0.875 1.888
H -3.061 -0.391 0.119
H -2.845 1.295 0.347
H -2.218 0.128 1.599
H 0.418 0.765 -1.464
H -0.852 2.033 -1.395
H -1.271 0.478 -2.053
H 0.501 1.372 1.095
*
```